Formula: C31H21CaN5O2S
Source: the OMol25 dataset
Level of theory: ωB97M-V/def2-TZVPD

Structure (XYZ):
```
61
C31H21CaN5O2S, DFT ωB97M-V/def2-TZVPD
Ca -1.371 -0.521 -0.232
C -1.225 -5.071 1.105
C -1.577 -3.745 0.802
N -0.822 -2.721 1.116
C 0.343 -2.914 1.763
C 0.765 -4.209 2.153
C -0.057 -5.295 1.782
C 1.956 -4.376 2.899
C 2.665 -3.258 3.254
C 2.284 -1.970 2.860
C 1.143 -1.737 2.076
N 0.640 -0.579 1.634
C 1.238 0.626 1.714
C 2.593 0.931 1.865
C 3.059 2.253 1.887
C 2.218 3.327 1.780
C 0.834 3.088 1.589
C -0.107 4.125 1.423
C -1.423 3.826 1.207
C -1.808 2.475 1.126
N -0.951 1.493 1.281
C 0.347 1.760 1.531
H -1.869 -5.883 0.795
H -2.500 -3.520 0.280
H 0.257 -6.300 2.044
H 2.274 -5.372 3.186
H 3.565 -3.361 3.853
H 2.882 -1.141 3.212
H 3.330 0.141 1.913
H 4.127 2.415 1.999
H 2.586 4.346 1.812
H 0.237 5.154 1.459
H -2.164 4.601 1.063
H -2.837 2.193 0.922
C 2.959 -0.466 -2.246
C 2.813 0.353 -3.357
C 1.657 1.094 -3.498
C 0.651 1.019 -2.521
N 0.801 0.203 -1.469
C 1.913 -0.506 -1.340
C -0.605 1.795 -2.617
C -0.616 2.977 -3.373
C -1.781 3.710 -3.509
C -2.938 3.253 -2.886
C -2.901 2.095 -2.122
C -1.746 1.315 -1.939
H 3.842 -1.071 -2.090
H 3.588 0.400 -4.115
H 1.510 1.708 -4.375
H 1.962 -1.142 -0.463
H 0.293 3.352 -3.836
H -1.785 4.632 -4.082
H -3.863 3.817 -2.984
H -3.818 1.792 -1.619
S -1.599 -4.427 -3.763
C -1.420 -3.195 -2.702
N -1.280 -2.321 -1.942
O -4.962 0.873 1.157
C -4.563 -0.273 0.931
O -3.436 -0.666 0.536
H -5.313 -1.102 1.070
```

## Properties
- Electronic energy: -2694.22184 hartree
- Frontier orbital gap: 6.26 eV
- Total charge: -2
- Energy above the lowest of the compared OMol25 structures with the same formula, charge and spin: 48.6 kJ/mol